Entry from OMol25: a cluster of 2 separate species, C5H7N in total at a distorted geometry (ωB97M-V/def2-TZVPD).

- Energy above the lowest of the compared OMol25 structures with the same formula, charge and spin: 3.8903 eV
- E_HOMO: -0.364 Eh
- Total charge: 0
- Gap between HOMO and LUMO: 10.5624 eV
- SMILES: [H]/N=C\C#C.C=C

Last column: natural (NBO) charge in e.
Geometry (Å):
C: -1.487 -1.116 0.589  -0.376
C: -1.372 -0.802 -0.691  -0.413
N: 0.343 2.458 0.106  -0.545
C: 0.500 1.309 -0.403  0.051
C: 1.460 0.310 0.036  -0.086
C: 2.332 -0.455 0.371  -0.198
H: -0.593 -1.422 1.128  0.199
H: -2.467 -1.161 1.046  0.199
H: -0.511 -1.217 -1.194  0.200
H: -2.195 -0.414 -1.279  0.199
H: 0.964 2.522 0.907  0.328
H: -0.088 1.106 -1.285  0.197
H: 3.114 -1.120 0.669  0.244



Entry from OMol25: a structure of composition C48H41CuIN9S4 (ωB97M-V/def2-TZVPD).

- Energy above the lowest of the compared OMol25 structures with the same formula, charge and spin: 0.7258 eV
- E_HOMO (spin up / spin down): -0.331 / -0.332 Eh
- Total charge: +1
- Gap between HOMO and LUMO (spin up / spin down): 6.8094 / 6.6013 eV
- 2S+1: 2

Last column: Löwdin spin population.
Geometry (Å):
Cu: 1.286 1.929 0.209  0.702
N: -1.419 3.788 3.307  0.001
C: -0.220 3.271 2.943  0.003
S: 0.281 1.761 3.539  0.000
N: 0.506 4.116 2.198  0.008
N: 1.416 3.611 1.402  0.063
C: 2.444 4.328 1.103  0.009
C: 3.415 3.762 0.189  0.003
C: 4.631 4.379 -0.089  0.002
C: 5.526 3.754 -0.932  -0.001
C: 5.193 2.528 -1.498  0.003
C: 3.965 1.979 -1.194  0.004
N: 3.097 2.576 -0.369  0.053
H: -1.888 3.362 4.082  0.000
H: -1.604 4.757 3.100  0.000
H: 2.602 5.298 1.562  0.002
H: 4.855 5.335 0.370  0.000
H: 6.480 4.217 -1.154  0.000
H: 5.868 2.011 -2.165  0.000
H: 3.640 1.039 -1.616  0.000
N: -0.587 1.621 0.418  0.052
S: -1.514 0.556 0.102  0.015
N: -1.255 -0.941 0.800  0.000
S: -0.628 -2.236 0.275  0.000
N: 0.634 -2.273 -0.625  0.001
S: 1.855 -1.178 -0.446  0.011
N: 1.496 0.199 -0.745  0.051
C: 2.585 -1.605 1.121  0.000
C: 3.000 -2.913 1.371  0.000
C: 3.482 -3.222 2.631  0.000
C: 3.528 -2.240 3.621  0.000
C: 3.103 -0.947 3.356  0.000
C: 2.631 -0.622 2.091  -0.001
C: 2.969 -1.879 -1.635  0.004
C: 4.324 -1.985 -1.349  0.001
C: 5.195 -2.354 -2.366  0.000
C: 4.710 -2.594 -3.646  0.001
C: 3.352 -2.467 -3.919  0.000
C: 2.474 -2.100 -2.914  0.001
C: -1.743 -3.274 -0.640  0.000
C: -2.919 -3.647 -0.002  0.000
C: -3.810 -4.464 -0.676  0.000
C: -3.517 -4.898 -1.965  0.000
C: -2.336 -4.513 -2.588  0.000
C: -1.433 -3.695 -1.925  0.000
C: -0.409 -3.169 1.766  0.001
C: -0.076 -4.513 1.626  0.000
C: 0.136 -5.264 2.768  0.000
C: 0.024 -4.666 4.020  0.000
C: -0.297 -3.320 4.136  0.000
C: -0.520 -2.554 3.001  0.000
C: -3.096 0.929 0.819  0.006
C: -4.078 1.559 0.065  0.002
C: -5.248 1.959 0.694  0.000
C: -5.413 1.747 2.057  0.002
C: -4.400 1.154 2.804  0.000
C: -3.228 0.747 2.189  0.003
C: -1.905 0.144 -1.603  -0.001
C: -1.053 0.595 -2.598  0.000
C: -1.325 0.244 -3.915  0.000
C: -2.437 -0.531 -4.217  0.000
C: -3.291 -0.970 -3.208  0.000
C: -3.022 -0.642 -1.889  0.000
H: 2.946 -3.671 0.597  0.000
H: 3.821 -4.228 2.844  0.000
H: 3.896 -2.494 4.609  0.000
H: 3.127 -0.179 4.122  0.000
H: 2.288 0.383 1.880  -0.001
H: 4.699 -1.771 -0.354  0.000
H: 6.254 -2.452 -2.159  0.000
H: 5.395 -2.871 -4.438  0.000
H: 2.979 -2.648 -4.919  0.000
H: 1.412 -1.975 -3.108  0.000
H: -3.132 -3.298 1.005  0.000
H: -4.732 -4.767 -0.194  0.000
H: -4.216 -5.542 -2.486  0.000
H: -2.115 -4.849 -3.594  0.000
H: -0.504 -3.385 -2.384  0.000
H: 0.011 -4.956 0.637  0.000
H: 0.386 -6.314 2.683  0.000
H: 0.195 -5.256 4.913  0.000
H: -0.377 -2.861 5.113  0.000
H: -0.763 -1.498 3.064  0.000
H: -3.928 1.753 -0.991  0.000
H: -6.027 2.446 0.119  0.000
H: -6.334 2.049 2.542  0.000
H: -4.518 1.022 3.872  0.000
H: -2.405 0.324 2.758  0.000
H: -0.197 1.202 -2.332  0.000
H: -0.676 0.593 -4.711  0.000
H: -2.649 -0.792 -5.249  0.000
H: -4.164 -1.567 -3.446  0.000
H: -3.674 -0.977 -1.091  0.000
I: -1.844 7.660 -3.677  0.000
C: -1.925 6.273 -2.118  0.000
C: -2.973 6.285 -1.215  0.000
C: -2.978 5.335 -0.204  0.000
C: -1.940 4.419 -0.139  0.000
N: -0.926 4.410 -1.009  0.000
C: -0.919 5.327 -1.981  0.000
H: -3.763 7.022 -1.292  0.000
H: -3.781 5.307 0.522  0.000
H: -1.900 3.661 0.637  0.000
H: -0.080 5.304 -2.671  0.000



Entry from OMol25: a structure of composition C31H42GeN4O3PRu at a distorted geometry (ωB97M-V/def2-TZVPD).

- E_HOMO (spin up / spin down): -0.595 / -0.595 Eh
- Total charge: +3
- Gap between HOMO and LUMO (spin up / spin down): 4.8695 / 4.8647 eV

Last column: Löwdin charge in e.
Geometry (Å):
Ru: -0.118 -0.055 0.941  0.892
C: 1.595 -3.958 -0.890  0.019
C: 0.770 -3.200 0.131  -0.487
C: -0.106 -4.105 0.994  0.013
O: -0.025 -2.174 -0.512  -0.155
C: 1.725 -2.438 1.159  -0.599
O: 2.848 -2.837 1.299  0.154
O: 1.148 -1.480 1.760  -0.081
H: 0.970 -4.642 -1.463  0.107
H: 2.354 -4.535 -0.368  0.112
H: 2.104 -3.271 -1.566  0.079
H: -0.855 -4.619 0.393  0.102
H: -0.605 -3.531 1.777  0.071
H: 0.518 -4.855 1.474  0.119
H: -0.455 -2.599 -1.269  0.122
C: 2.475 4.308 0.323  0.023
N: 2.885 2.896 0.227  -0.193
C: 4.240 2.785 -0.343  0.022
C: 2.788 2.162 1.526  -0.082
C: 1.497 2.372 2.280  -0.237
C: 1.518 3.364 3.264  -0.015
C: 0.446 3.585 4.106  -0.003
C: -0.671 2.773 4.010  -0.021
C: -0.701 1.783 3.038  -0.114
C: 0.341 1.591 2.134  -0.183
H: 3.139 4.844 1.001  0.127
H: 1.454 4.371 0.695  0.110
H: 2.523 4.782 -0.658  0.122
H: 4.936 3.394 0.235  0.128
H: 4.244 3.138 -1.373  0.121
H: 4.582 1.752 -0.329  0.100
H: 3.616 2.501 2.154  0.157
H: 2.917 1.095 1.322  0.112
H: 2.413 3.953 3.397  0.132
H: 0.495 4.366 4.847  0.134
H: -1.487 2.896 4.707  0.129
H: -1.555 1.108 3.023  0.045
Ge: 0.860 0.386 -1.230  1.171
C: 0.041 0.970 -2.946  -0.376
C: 0.720 2.033 -3.542  -0.142
C: 0.338 2.495 -4.787  -0.040
C: -0.717 1.884 -5.449  -0.024
C: -1.413 0.845 -4.852  -0.040
C: -1.051 0.401 -3.590  -0.107
C: 2.576 -0.438 -1.809  -0.331
C: 2.741 -0.799 -3.149  -0.087
C: 3.829 -1.564 -3.532  -0.030
C: 4.758 -1.976 -2.587  -0.010
C: 4.615 -1.608 -1.257  -0.034
C: 3.538 -0.830 -0.873  -0.156
H: 2.218 2.442 -0.416  0.110
H: 1.568 2.489 -3.037  0.090
H: 0.868 3.319 -5.242  0.124
H: -0.986 2.211 -6.441  0.128
H: -2.230 0.372 -5.376  0.124
H: -1.594 -0.411 -3.122  0.093
H: 2.019 -0.491 -3.892  0.106
H: 3.940 -1.843 -4.569  0.128
H: 5.597 -2.583 -2.892  0.131
H: 5.319 -1.944 -0.510  0.131
H: 3.434 -0.565 0.172  0.078
C: -4.752 -2.630 1.520  -0.130
N: -4.718 -1.831 0.307  -0.141
C: -5.597 -0.681 0.435  -0.132
N: -5.174 0.114 1.572  -0.122
C: -5.223 -0.667 2.795  -0.123
N: -4.334 -1.803 2.636  -0.130
C: -2.957 -1.450 2.612  -0.276
P: -2.495 -0.376 1.113  1.005
C: -3.411 -1.480 -0.137  -0.291
C: -3.962 0.823 1.365  -0.268
H: -4.096 -3.500 1.427  0.145
H: -5.770 -2.986 1.691  0.152
H: -6.622 -1.023 0.584  0.153
H: -5.553 -0.081 -0.477  0.144
H: -6.242 -1.022 2.970  0.155
H: -4.909 -0.059 3.649  0.147
H: -2.346 -2.357 2.579  0.091
H: -2.702 -0.899 3.524  0.105
H: -2.815 -2.385 -0.297  0.089
H: -3.494 -0.939 -1.086  0.099
H: -4.039 1.454 0.472  0.112
H: -3.742 1.459 2.229  0.100



Entry from OMol25: a cluster of 2 separate species, C4H5NO2 in total at a distorted geometry (ωB97M-V/def2-TZVPD).

- Energy above the lowest of the compared OMol25 structures with the same formula, charge and spin: 4.5487 eV
- E_HOMO (spin up / spin down): -0.342 / -0.342 Eh
- Total charge: 0
- Gap between HOMO and LUMO (spin up / spin down): 7.9225 / 7.9141 eV

Last column: natural (NBO) charge in e.
Geometry (Å):
O: -1.791 -1.891 -1.477  -0.496
C: -1.341 -1.092 -0.799  0.586
C: -0.004 -0.600 1.115  -0.020
C: 1.066 0.287 0.678  -0.368
N: 0.155 1.357 0.289  -0.509
C: -0.289 1.331 -0.965  0.459
O: -0.169 0.409 -1.804  -0.648
H: -0.680 -0.238 1.882  0.215
H: -0.020 -1.662 0.908  0.204
H: 1.658 -0.145 -0.136  0.224
H: 1.720 0.623 1.491  0.223
H: -0.876 2.227 -1.228  0.129